No. 1
The following is a quantum chemistry calculation of a single C6H8N2OS molecule in a non-equilibrium geometry, from OMol25.

Geometry as XYZ:
```
18
Properties=species:S:1:pos:R:3:lowdin_charge:R:1
C 3.249 -1.172 0.044 -0.14
C 1.892 -1.181 0.117 -0.11
C 2.682 0.841 -0.033 -0.16
C 0.280 0.693 0.262 -0.60
C -3.063 -0.055 -0.759 -0.17
C -2.502 0.208 0.603 -0.58
N 3.767 0.124 -0.026 0.08
N 1.523 0.136 0.049 -0.06
O -0.077 1.829 0.141 0.07
S -0.944 -0.608 0.902 0.94
H 4.056 -2.000 0.160 0.13
H 1.107 -1.938 0.116 0.09
H 2.692 1.920 -0.174 0.14
H -2.160 0.201 -1.404 0.09
H -3.440 -1.095 -1.041 0.10
H -3.772 0.710 -0.955 0.06
H -3.177 0.186 1.502 0.10
H -2.113 1.201 0.496 0.04
```

Summary:
ΔE to the lowest compared entry with this formula, charge and spin	25.1	kcal/mol
structure (SMILES)	CCSC(=O)n1ccnc1
energy	-816.3452	Ha
Kohn-Sham gap	9.96	eV

No. 2
The following is a quantum chemistry calculation of 2 unconnected molecules or ions with the total composition C4H4IO2 in a non-equilibrium geometry, from OMol25.

Geometry as XYZ:
```
11
Properties=species:S:1:pos:R:3:lowdin_charge:R:1
C 3.168 3.096 -0.248 -0.49
C 0.493 1.017 0.683 -0.33
C 0.163 -0.198 -0.072 -0.49
C 0.930 -0.418 1.114 -0.59
O 3.110 3.386 0.835 0.23
O 3.269 2.886 -1.395 0.16
I 3.064 -0.858 0.357 0.32
H 1.140 1.696 0.183 0.03
H -0.314 1.400 1.120 0.02
H -0.935 -0.477 -0.077 0.09
H 0.676 -0.087 -1.065 0.06
```

Summary:
ΔE to the lowest compared entry with this formula, charge and spin	49.5	kcal/mol
charge	-1
energy	-602.9460	Ha
Kohn-Sham gap	5.85	eV

No. 3
The following is a quantum chemistry calculation of a single C5H4N2 molecule in a non-equilibrium geometry, from OMol25.

Geometry as XYZ:
```
11
Properties=species:S:1:pos:R:3:lowdin_charge:R:1
C 0.735 1.607 1.352 -0.16
C 0.197 0.497 0.527 -0.25
C 1.045 -0.173 -0.431 -0.03
C 0.149 -0.894 -1.165 -0.15
C -1.090 0.020 0.437 -0.12
H 2.074 0.174 -0.637 0.12
H 0.517 -1.638 -1.780 0.09
H -1.763 -1.724 -0.682 0.26
H -1.976 0.462 0.921 0.14
N 1.200 2.413 2.087 0.12
N -1.088 -0.744 -0.630 -0.02
```

Summary:
ΔE to the lowest compared entry with this formula, charge and spin	30.4	kcal/mol
structure (SMILES)	N#Cc1cc[nH]c1
energy	-302.3798	Ha
Kohn-Sham gap	9.64	eV

No. 4
The following is a quantum chemistry calculation of a molecular structure, C23H26ClNO2OsP in a non-equilibrium geometry, from OMol25.

Geometry as XYZ:
```
55
Properties=species:S:1:pos:R:3:lowdin_charge:R:1
Os -0.368 -0.576 1.141 0.89
Cl 0.650 -2.700 0.991 0.15
C -0.483 1.230 1.550 -0.38
O -0.452 2.328 1.962 0.14
P -0.123 0.011 -1.027 0.88
C -1.662 -0.131 -2.048 -0.28
C 0.391 1.692 -1.625 -0.28
C 1.200 -1.005 -1.797 -0.43
C 1.612 1.937 -2.269 0.06
C 1.889 3.181 -2.849 0.06
C 0.964 4.222 -2.744 0.03
C -0.232 4.013 -2.048 0.08
C -0.505 2.765 -1.477 -0.01
H 2.360 1.151 -2.338 0.13
H 2.831 3.329 -3.384 0.15
H 1.175 5.188 -3.199 0.15
H -0.953 4.827 -1.949 0.16
H -1.436 2.624 -0.925 0.14
C -2.727 -0.766 -1.408 0.01
C -3.895 -1.121 -2.088 0.08
C -4.069 -0.709 -3.407 0.03
C -3.075 0.066 -4.014 0.07
C -1.868 0.353 -3.355 0.04
H -2.619 -0.994 -0.349 0.04
H -4.656 -1.720 -1.588 0.16
H -4.968 -1.001 -3.950 0.15
H -3.241 0.431 -5.024 0.15
H -1.108 0.957 -3.856 0.14
C 1.007 -1.698 -2.996 -0.06
C 2.040 -2.496 -3.509 -0.03
C 3.243 -2.628 -2.812 -0.01
C 3.435 -1.931 -1.615 -0.03
C 2.437 -1.083 -1.139 -0.17
H 0.050 -1.622 -3.510 0.10
H 1.892 -3.024 -4.454 0.13
H 4.032 -3.272 -3.199 0.13
H 4.354 -2.057 -1.044 0.13
H 2.604 -0.505 -0.226 0.10
H -1.949 -0.792 1.483 0.06
H -1.675 -1.631 0.992 0.03
C 0.807 -0.627 6.350 0.00
N -0.153 -0.467 5.280 -0.11
C -1.499 0.008 5.582 0.02
C 0.219 -0.693 4.013 -0.43
C 1.644 -0.655 3.553 0.00
O -0.740 -0.875 3.186 -0.22
H 0.288 -0.507 7.299 0.10
H 1.619 0.108 6.268 0.11
H 1.267 -1.624 6.295 0.12
H -1.674 1.013 5.169 0.11
H -2.268 -0.664 5.185 0.11
H -1.564 0.059 6.671 0.10
H 1.804 -1.483 2.834 0.02
H 1.820 0.306 3.015 0.10
H 2.331 -0.745 4.406 0.09
```

Summary:
spin multiplicity	5
<S²>	6.047
charge	+3
energy	-1988.2754	Ha
Kohn-Sham gap (alpha / beta)	7.13 / 3.44	eV

No. 5
The following is a quantum chemistry calculation of a single C4H10N2O3 molecule in a non-equilibrium geometry, from OMol25.

Geometry as XYZ:
```
19
Properties=species:S:1:pos:R:3:lowdin_charge:R:1
C -0.508 -0.376 -0.492 -0.34
C 0.640 0.067 0.371 -0.23
C 1.726 0.834 -0.375 -0.06
N -1.203 0.915 -1.137 -0.03
C 1.304 -1.316 0.972 -0.44
N -1.587 -0.991 0.232 0.04
O -1.597 1.781 -0.024 -0.12
O 0.424 -2.210 1.472 0.08
O 2.503 -1.479 1.090 0.08
H -2.501 2.049 -0.272 0.10
H -0.506 -1.952 1.255 0.06
H -0.523 1.501 -1.630 0.09
H -0.177 -1.028 -1.305 0.16
H 0.312 0.622 1.255 0.15
H -2.048 -0.228 0.742 0.10
H -2.281 -1.289 -0.456 0.11
H 2.668 0.834 0.182 0.09
H 1.427 1.875 -0.524 0.08
H 1.925 0.392 -1.356 0.09
```

Summary:
ΔE to the lowest compared entry with this formula, charge and spin	52.3	kcal/mol
structure (SMILES)	C[C@H](C(=O)O)[C@@H](N)NO
energy	-493.6018	Ha
Kohn-Sham gap	10.24	eV

No. 6
The following is a quantum chemistry calculation of 2 unconnected molecules or ions with the total composition C9H14S in a non-equilibrium geometry, from OMol25.

Geometry as XYZ:
```
24
Properties=species:S:1:pos:R:3:lowdin_charge:R:1
C -1.524 -2.687 -1.969 -0.52
C -1.418 -1.843 -0.556 -0.14
S -0.101 -3.755 -2.585 0.57
H -2.241 -3.437 -1.565 0.05
H -1.929 -2.093 -2.560 -0.06
H -0.556 -1.180 -0.555 0.03
H 0.677 -3.712 -1.475 -0.16
H -1.443 -2.456 0.401 0.08
H -2.214 -1.161 -0.390 0.03
C -1.075 0.360 1.859 -0.13
C 0.732 1.249 0.350 -0.15
C -0.087 1.364 1.472 -0.37
C 1.766 2.167 0.097 -0.18
C 0.104 2.507 2.274 -0.12
C 1.806 3.427 0.740 -0.16
C 0.907 3.556 1.833 -0.19
H 0.713 0.432 -0.375 0.05
H 2.584 1.979 -0.579 0.06
H -1.802 0.683 2.677 0.08
H -0.683 -0.709 2.102 0.08
H -0.376 2.598 3.221 0.07
H 2.514 4.118 0.462 0.03
H 0.827 4.395 2.377 0.01
H -1.715 0.022 1.016 0.03
```

Summary:
ΔE to the lowest compared entry with this formula, charge and spin	54.6	kcal/mol
spin multiplicity	2
<S²>	0.758
charge	-1
energy	-749.3825	Ha
Kohn-Sham gap (alpha / beta)	1.74 / 6.62	eV

No. 7
The following is a quantum chemistry calculation of 13 unconnected molecules or ions with the total composition C5H38N2O13 in a non-equilibrium geometry, from OMol25.

Geometry as XYZ:
```
58
Properties=species:S:1:pos:R:3:lowdin_charge:R:1
C -2.308 2.100 -3.457 -0.07
C -2.264 1.287 -2.146 -0.40
C -1.582 -0.069 -2.511 -0.12
C -1.623 -1.027 -1.320 -0.19
O -0.376 -1.783 -1.267 -0.12
N -1.542 1.893 -1.039 -0.06
C -1.785 3.304 -0.789 -0.31
N -1.161 3.791 0.421 0.01
H -2.785 3.069 -3.292 0.07
H -1.314 2.253 -3.889 0.07
H -2.956 1.633 -4.203 0.08
H -3.291 1.235 -1.728 0.14
H -2.241 -0.460 -3.286 0.12
H -0.629 0.346 -2.835 0.08
H -2.522 -1.651 -1.290 0.12
H -1.583 -0.538 -0.340 0.11
H 0.124 -1.508 -2.040 0.03
H -0.606 1.595 -0.802 0.08
H -1.472 3.941 -1.625 0.11
H -2.851 3.446 -0.544 0.12
H -1.438 3.678 1.378 0.06
H -0.202 4.056 0.267 0.05
H 0.972 1.089 -3.040 0.00
H 0.584 2.196 -2.073 0.02
O 0.821 2.039 -2.997 -0.04
H 2.156 1.046 3.365 0.00
H 1.454 2.354 3.951 0.05
O 1.643 1.425 4.088 -0.05
H 2.820 -2.546 -0.747 0.05
H 1.351 -2.765 -0.542 0.01
O 2.040 -2.883 -1.197 -0.05
H 3.565 -0.387 1.589 0.07
H 2.162 -0.819 1.854 0.00
O 2.730 -0.043 1.926 -0.07
H 1.744 1.367 1.057 0.00
H 2.068 2.040 -0.291 0.00
O 1.475 2.109 0.487 -0.09
H 1.995 -1.750 -2.570 0.04
H 1.766 -0.629 -3.600 0.08
O 1.934 -0.777 -2.661 -0.07
H 1.245 -2.681 1.721 0.05
H 2.761 -2.806 1.914 0.10
O 2.104 -2.339 1.384 -0.05
H 0.328 -0.815 5.867 0.06
H 0.557 -0.138 4.572 0.02
O 0.013 -0.858 4.957 -0.06
H -1.262 -3.014 1.894 -0.01
H -0.368 -3.114 0.653 0.05
O -0.394 -3.318 1.602 -0.09
H 3.197 1.878 -2.232 0.05
H 3.027 0.467 -1.742 0.01
O 3.323 1.341 -1.440 -0.06
H -2.427 -3.823 2.279 -0.01
H -3.396 -3.559 3.484 0.03
O -3.059 -4.220 2.881 -0.04
H -0.545 -2.425 4.021 0.07
H -0.939 -1.702 2.722 0.09
O -1.039 -2.531 3.200 -0.10
```

Summary:
ΔE to the lowest compared entry with this formula, charge and spin	139.4	kcal/mol
energy	-1300.7910	Ha
Kohn-Sham gap	8.20	eV

No. 8
The following is a quantum chemistry calculation of a single C4H8N2O molecule in a non-equilibrium geometry, from OMol25.

Geometry as XYZ:
```
15
Properties=species:S:1:pos:R:3:lowdin_charge:R:1
C -0.605 -0.550 0.549 -0.07
C -1.229 1.402 -1.045 -0.04
C 0.898 -0.436 0.451 -0.49
C -1.423 -0.029 -0.609 -0.43
N 1.659 -1.158 1.327 0.08
N 1.459 0.373 -0.380 0.14
O -2.279 -0.735 -1.142 0.06
H 2.563 -0.736 1.511 0.09
H 1.849 -2.093 0.970 0.10
H 2.477 0.320 -0.308 0.05
H -0.857 -1.608 0.692 0.13
H -0.927 -0.018 1.452 0.14
H -0.407 1.468 -1.761 0.08
H -1.034 2.039 -0.178 0.08
H -2.143 1.760 -1.528 0.08
```

Summary:
ΔE to the lowest compared entry with this formula, charge and spin	33.0	kcal/mol
structure (SMILES)	[H]/N=C(\N)CC(C)=O
energy	-341.9510	Ha
Kohn-Sham gap	10.34	eV

- The highest energy belongs to which entry?
  C5H4N2

Please write out number 6 again, unchanged.
The following is a quantum chemistry calculation of 2 unconnected molecules or ions with the total composition C9H14S in a non-equilibrium geometry, from OMol25.

Geometry as XYZ:
```
24
Properties=species:S:1:pos:R:3:lowdin_charge:R:1
C -1.524 -2.687 -1.969 -0.52
C -1.418 -1.843 -0.556 -0.14
S -0.101 -3.755 -2.585 0.57
H -2.241 -3.437 -1.565 0.05
H -1.929 -2.093 -2.560 -0.06
H -0.556 -1.180 -0.555 0.03
H 0.677 -3.712 -1.475 -0.16
H -1.443 -2.456 0.401 0.08
H -2.214 -1.161 -0.390 0.03
C -1.075 0.360 1.859 -0.13
C 0.732 1.249 0.350 -0.15
C -0.087 1.364 1.472 -0.37
C 1.766 2.167 0.097 -0.18
C 0.104 2.507 2.274 -0.12
C 1.806 3.427 0.740 -0.16
C 0.907 3.556 1.833 -0.19
H 0.713 0.432 -0.375 0.05
H 2.584 1.979 -0.579 0.06
H -1.802 0.683 2.677 0.08
H -0.683 -0.709 2.102 0.08
H -0.376 2.598 3.221 0.07
H 2.514 4.118 0.462 0.03
H 0.827 4.395 2.377 0.01
H -1.715 0.022 1.016 0.03
```

Summary:
ΔE to the lowest compared entry with this formula, charge and spin	54.6	kcal/mol
spin multiplicity	2
<S²>	0.758
charge	-1
energy	-749.3825	Ha
Kohn-Sham gap (alpha / beta)	1.74 / 6.62	eV

- The lowest energy belongs to which entry?
  C23H26ClNO2OsP